Record 1
{
  "formula": "C16H26N2OS",
  "method": "the ωB97M-V functional and the def2-TZVPD basis",
  "symbols": ["C", "C", "C", "C", "H", "H", "S", "C", "C", "H", "H", "C", "N", "C", "O", "N", "C", "C", "C", "C", "C", "C", "H", "H", "C", "H", "H", "H", "C", "H", "H", "H", "H", "H", "H", "H", "H", "H", "H", "H", "H", "H", "H", "H", "H", "H"],
  "coordinates": [[-2.549, -4.286, -0.301], [-3.096, -3.459, 0.857], [-2.836, -1.961, 0.700], [-1.366, -1.578, 0.790], [-1.235, -0.500, 0.694], [-0.785, -2.064, 0.007], [-0.552, -2.113, 2.332], [-1.471, -1.198, 3.623], [-1.424, 0.319, 3.519], [-1.786, 0.647, 2.543], [-2.102, 0.725, 4.274], [-0.031, 0.919, 3.748], [0.919, 0.571, 2.716], [0.855, 1.212, 1.504], [0.217, 2.230, 1.335], [1.614, 0.585, 0.544], [1.880, 0.992, -0.766], [1.393, 2.178, -1.304], [1.689, 2.545, -2.608], [2.486, 1.715, -3.402], [2.964, 0.532, -2.858], [2.671, 0.166, -1.559], [3.058, -0.760, -1.156], [3.582, -0.119, -3.462], [2.823, 2.094, -4.812], [3.357, 3.044, -4.838], [1.918, 2.209, -5.408], [3.447, 1.334, -5.275], [1.153, 3.833, -3.152], [0.553, 4.344, -2.404], [1.968, 4.491, -3.453], [0.534, 3.652, -4.030], [0.780, 2.817, -0.690], [2.078, -0.270, 0.817], [1.219, -0.394, 2.723], [0.373, 0.588, 4.708], [-0.116, 2.008, 3.748], [-2.501, -1.554, 3.594], [-1.014, -1.536, 4.555], [-3.397, -1.418, 1.465], [-3.206, -1.626, -0.273], [-4.175, -3.615, 0.929], [-2.646, -3.808, 1.790], [-2.837, -5.328, -0.184], [-1.464, -4.239, -0.335], [-2.943, -3.924, -1.249]],
  "forces_ev_per_a": [[-0.10, 0.07, 0.23], [-0.09, 0.10, -0.13], [0.02, -0.20, 0.14], [0.08, 0.09, 0.45], [0.02, -0.02, -0.16], [0.06, 0.06, -0.05], [-0.04, -0.30, 0.02], [0.04, -0.08, -0.49], [0.26, -0.01, 0.09], [-0.07, 0.05, 0.03], [-0.06, 0.06, -0.02], [-0.38, 0.16, -0.13], [0.34, 0.01, 0.15], [0.31, -0.37, 0.34], [-0.27, 0.34, -0.14], [0.17, -0.39, 0.05], [-0.02, 0.09, -0.26], [-0.08, 0.10, 0.09], [0.12, -0.21, 0.01], [0.03, -0.05, -0.01], [-0.05, 0.08, 0.03], [-0.07, 0.02, 0.14], [0.04, -0.10, 0.04], [0.06, -0.05, -0.06], [-0.04, 0.01, 0.07], [0.04, 0.07, -0.10], [-0.02, 0.04, -0.13], [0.04, -0.01, -0.07], [0.02, -0.05, 0.02], [-0.04, 0.07, 0.01], [0.01, 0.10, -0.06], [-0.05, 0.06, -0.08], [-0.03, 0.03, 0.02], [-0.10, 0.17, 0.03], [-0.08, 0.19, -0.14], [-0.02, 0.07, 0.00], [0.05, -0.13, 0.15], [0.00, 0.00, 0.15], [-0.07, -0.05, 0.06], [-0.02, 0.07, -0.06], [-0.08, 0.05, 0.01], [0.00, -0.02, 0.05], [-0.11, 0.01, 0.02], [0.03, -0.11, -0.07], [0.14, -0.04, -0.07], [-0.01, 0.00, -0.14]],
  "smiles": "CCCCSCCCNC(=O)Nc1ccc(C)c(C)c1",
  "e_lumo_ha": 0.022,
  "total_energy_ev": -32878.469,
  "orbital_gap_ev": 8.50
}

Record 2
{
  "formula": "C12H16N2O",
  "method": "the ωB97M-V functional and the def2-TZVPD basis",
  "symbols": ["C", "C", "C", "C", "C", "C", "C", "C", "C", "N", "H", "H", "H", "H", "H", "H", "H", "H", "H", "C", "C", "C", "O", "N", "H", "H", "H", "H", "H", "H", "H"],
  "coordinates": [[-2.645, -0.195, -0.928], [-0.709, 1.490, -0.659], [-1.301, 0.327, -1.253], [0.576, 1.607, -1.208], [-0.421, -0.084, -2.288], [-0.208, 3.323, 1.017], [1.185, 3.124, 0.578], [-1.022, 2.456, 0.342], [1.592, 2.463, -0.510], [0.677, 0.764, -2.244], [-0.426, 3.761, 1.988], [1.967, 3.679, 1.115], [-2.133, 2.418, 0.641], [2.637, 2.362, -0.726], [-3.246, -0.895, -1.549], [-3.315, 0.761, -0.956], [-0.542, -0.963, -2.856], [1.287, 0.820, -3.041], [-2.679, -0.673, 0.097], [1.073, -2.867, 0.842], [1.484, -1.986, -0.293], [-0.074, -2.401, 1.550], [-1.221, -2.708, 1.176], [0.000, -1.482, 2.667], [0.903, -3.933, 0.506], [1.937, -3.221, 1.541], [2.498, -1.764, -0.270], [0.845, -1.212, -0.265], [-0.811, -1.347, 3.176], [0.885, -1.213, 2.964], [1.206, -2.410, -1.153]],
  "forces_ev_per_a": [[-2.40, 1.05, 1.26], [1.46, 0.55, 0.57], [0.96, -0.59, -2.18], [1.48, 2.20, 1.30], [-1.55, 2.05, 2.68], [2.82, -2.32, -1.50], [-0.67, 2.78, 2.19], [-4.42, -0.73, 1.06], [-1.93, -2.51, -2.29], [0.11, -1.75, -0.79], [-0.24, 0.30, -0.51], [-0.31, -0.25, -0.01], [1.58, 0.08, -0.18], [0.22, 0.04, -0.33], [1.26, 0.26, -0.29], [0.75, -1.58, 0.55], [0.24, -0.45, -0.84], [0.65, 0.03, 0.18], [0.00, 0.78, -0.88], [3.73, -4.26, 1.09], [0.73, -1.12, 2.37], [-4.87, 1.85, 2.40], [1.64, 0.17, 0.57], [1.18, -2.88, -4.03], [-0.72, 1.23, -0.09], [-1.05, 1.60, -0.65], [1.67, 0.76, -0.10], [-1.50, 3.60, 0.15], [-1.58, 0.44, 0.97], [1.35, 0.65, 0.87], [-0.58, -1.97, -3.56]],
  "multiplicity": 2,
  "total_charge": -1,
  "e_lumo_ha": [0.122, 0.118],
  "total_energy_ev": -17728.263,
  "orbital_gap_ev": [2.27, 7.70],
  "s2": 0.75
}

Record 3
{
  "formula": "C36H51Si4",
  "method": "the ωB97M-V functional and the def2-TZVPD basis",
  "symbols": ["C", "C", "C", "C", "C", "C", "C", "C", "C", "H", "H", "H", "H", "H", "H", "H", "H", "H", "H", "H", "C", "Si", "C", "C", "C", "C", "C", "C", "C", "C", "Si", "H", "C", "Si", "C", "C", "C", "C", "C", "C", "C", "C", "C", "Si", "C", "C", "C", "C", "C", "C", "C", "C", "H", "H", "H", "H", "H", "H", "H", "H", "H", "H", "H", "H", "H", "H", "H", "H", "H", "H", "H", "H", "H", "H", "H", "H", "H", "H", "H", "H", "H", "H", "H", "H", "H", "H", "H", "H", "H", "H", "H"],
  "coordinates": [[2.502, 0.586, -3.747], [2.402, 1.632, -2.691], [2.786, 1.301, -1.310], [2.435, 2.987, -3.140], [2.675, 4.088, -2.254], [2.920, 5.368, -2.742], [2.922, 5.622, -4.118], [2.629, 4.584, -5.011], [2.348, 3.310, -4.537], [1.555, 0.497, -4.291], [3.279, 0.819, -4.490], [2.756, -0.397, -3.327], [2.165, 1.831, -0.582], [2.676, 0.223, -1.140], [3.836, 1.563, -1.091], [2.698, 3.904, -1.174], [3.119, 6.178, -2.035], [3.143, 6.621, -4.494], [2.619, 4.769, -6.088], [2.098, 2.514, -5.245], [1.197, -1.941, -2.201], [-0.239, -2.803, -1.407], [-1.494, -3.290, -2.692], [0.478, -4.375, -0.633], [-0.076, -4.934, 0.528], [0.535, -6.041, 1.132], [1.695, -6.593, 0.579], [2.239, -6.044, -0.587], [1.618, -4.952, -1.203], [-0.961, -1.787, -0.015], [-0.849, 0.104, 0.039], [0.305, 0.744, -1.012], [-2.550, 0.817, -0.336], [-4.017, 0.316, 0.749], [-5.469, -0.109, -0.345], [-3.740, -1.107, 1.933], [-4.592, 1.747, 1.867], [-5.111, 1.492, 3.145], [-5.676, 2.525, 3.906], [-5.703, 3.829, 3.403], [-5.153, 4.099, 2.144], [-4.601, 3.062, 1.379], [-0.594, 0.541, 1.871], [1.107, 1.052, 2.461], [1.554, 2.717, 1.746], [1.136, 1.168, 4.319], [2.327, -0.317, 1.970], [3.577, 0.008, 1.430], [4.384, -0.992, 0.875], [3.983, -2.332, 0.921], [2.797, -2.669, 1.574], [1.978, -1.671, 2.114], [0.871, -0.954, -2.545], [2.038, -1.830, -1.501], [1.551, -2.508, -3.074], [-2.100, -2.428, -3.000], [-0.980, -3.689, -3.579], [-2.159, -4.073, -2.303], [-0.983, -4.504, 0.969], [0.103, -6.469, 2.038], [2.176, -7.451, 1.054], [3.149, -6.461, -1.022], [2.037, -4.544, -2.127], [-2.021, -2.086, 0.028], [-0.507, -2.171, 0.919], [-2.464, 1.922, -0.302], [-2.815, 0.567, -1.380], [-5.228, -0.955, -1.002], [-6.337, -0.385, 0.271], [-5.754, 0.750, -0.966], [-3.395, -2.022, 1.441], [-3.036, -0.854, 2.737], [-4.708, -1.340, 2.404], [-5.089, 0.479, 3.559], [-6.095, 2.307, 4.888], [-6.149, 4.635, 3.992], [-5.158, 5.116, 1.753], [-4.181, 3.283, 0.391], [-1.282, 1.362, 2.152], [-0.897, -0.325, 2.486], [1.111, 3.488, 2.395], [2.641, 2.874, 1.738], [1.160, 2.876, 0.735], [0.373, 1.875, 4.671], [0.946, 0.188, 4.780], [2.121, 1.519, 4.656], [3.922, 1.044, 1.432], [5.333, -0.721, 0.405], [4.596, -3.109, 0.465], [2.501, -3.713, 1.661], [1.061, -1.957, 2.636]],
  "forces_ev_per_a": [[-0.03, -0.91, 0.17], [2.42, 1.26, -1.11], [-0.68, -0.76, 0.41], [-0.61, 0.96, -0.24], [0.02, -0.23, -0.01], [-0.04, -0.15, 0.40], [-0.08, -0.41, 0.17], [-0.18, -0.33, -0.08], [0.16, -0.17, 0.13], [0.06, -0.06, 0.00], [-0.28, 0.24, 0.30], [-0.26, 0.48, -0.10], [0.25, -0.06, -0.08], [0.06, 0.40, 0.08], [-0.24, 0.05, -0.42], [0.01, 0.17, -0.44], [-0.07, -0.32, -0.29], [-0.06, -0.28, 0.12], [-0.06, -0.04, 0.39], [0.13, 0.45, 0.21], [0.22, 0.13, -0.40], [0.28, -0.83, 0.57], [-0.17, 0.11, -0.19], [-0.24, 0.33, -0.19], [0.43, -0.34, 0.02], [-0.09, 0.11, -0.12], [-0.05, 0.23, -0.08], [-0.14, 0.08, -0.08], [0.13, -0.38, 0.45], [0.13, -0.05, -0.07], [-0.08, 0.18, 0.07], [-1.63, -0.84, 1.43], [0.36, 0.30, -0.71], [-0.36, 0.32, 0.62], [-0.05, -0.07, -0.15], [-0.03, -0.32, 0.13], [0.38, -0.14, -0.36], [-0.18, 0.40, 0.12], [0.17, -0.04, -0.26], [0.11, -0.17, -0.13], [0.08, -0.21, -0.06], [-0.28, 0.22, 0.47], [0.30, 0.37, 0.01], [-0.07, -0.78, 0.38], [0.20, 0.36, -0.02], [-0.01, 0.13, 0.18], [-0.10, 0.43, 0.18], [0.01, -0.63, -0.22], [0.12, -0.04, 0.08], [-0.10, 0.39, 0.05], [-0.15, 0.10, 0.19], [0.40, -0.04, -0.49], [0.05, -0.17, 0.08], [-0.18, 0.00, -0.05], [-0.05, 0.17, 0.16], [0.00, -0.19, -0.05], [-0.18, 0.06, 0.19], [0.11, 0.23, -0.11], [0.36, -0.17, -0.11], [0.13, 0.08, -0.25], [-0.15, 0.27, -0.13], [-0.27, 0.03, 0.13], [-0.06, -0.13, 0.34], [0.25, 0.34, 0.01], [-0.13, 0.24, -0.41], [-0.06, -0.37, -0.02], [-0.01, 0.11, 0.23], [-0.12, 0.13, 0.03], [0.21, 0.06, -0.16], [0.04, -0.20, 0.07], [-0.11, 0.12, 0.17], [-0.14, -0.08, -0.18], [0.28, 0.03, -0.15], [-0.05, 0.40, -0.15], [0.11, 0.08, -0.23], [0.17, -0.28, -0.21], [-0.02, -0.24, 0.11], [-0.20, -0.03, 0.34], [0.18, -0.25, -0.19], [0.06, 0.17, -0.35], [0.13, -0.14, -0.20], [-0.22, 0.08, -0.01], [-0.01, 0.01, 0.15], [0.15, -0.13, 0.05], [0.05, 0.24, -0.10], [-0.21, -0.07, 0.03], [-0.11, -0.25, -0.14], [-0.23, -0.13, 0.19], [-0.11, 0.18, 0.14], [0.06, 0.15, -0.05], [0.20, 0.10, -0.24]],
  "total_charge": 1,
  "e_lumo_ha": -0.209,
  "total_energy_ev": -69666.300,
  "orbital_gap_ev": 5.13
}